# 1
{
  "formula": "C6H13N2",
  "method": "ωB97M-V with the def2-TZVPD basis set",
  "lumo_ha": -0.1626,
  "e_above_lowest_kj_mol": 327.4,
  "total_energy_ev": -9403.475,
  "charge": 1,
  "orbital_gap_ev": 9.198,
  "multiplicity": 1,
  "homo_ev": -13.6,
  "species": ["C", "C", "C", "C", "C", "C", "N", "N", "H", "H", "H", "H", "H", "H", "H", "H", "H", "H", "H", "H", "H"],
  "coordinates": [[2.1086, -0.0914, 0.3576], [3.1339, -0.6061, 0.8735], [0.2710, 1.2367, -1.1691], [0.8859, 0.2466, -0.2068], [3.8208, -0.0845, 2.1153], [-3.2762, -1.2237, -0.9005], [-1.0000, 1.3650, -1.2526], [-2.9119, 0.0452, -0.1775], [3.6182, -1.5238, 0.3025], [0.6970, 1.7337, -2.0712], [0.0203, -0.4601, 0.2114], [4.3779, -0.8720, 2.5473], [3.1896, 0.5378, 2.7428], [4.5994, 0.5947, 1.7805], [-3.9936, -1.8296, -0.3227], [-3.6582, -0.9795, -1.8650], [-2.3357, -1.7369, -0.9852], [-1.6237, 0.8260, -0.6236], [-1.3585, 2.0747, -1.8123], [-2.9341, -0.0775, 0.7652], [-3.6309, 0.8247, -0.3095]],
  "forces_ev_per_angstrom": [[-4.979, 2.047, -3.692], [2.850, -2.196, 0.258], [1.845, -1.174, -0.920], [-0.821, -1.628, 1.527], [0.162, 0.808, -1.284], [0.196, 0.763, 1.580], [1.796, -0.508, 1.629], [-2.120, 1.534, -2.945], [-0.987, 2.029, 1.126], [1.086, -0.106, 1.409], [1.767, 1.725, -0.736], [0.050, -0.802, 1.132], [-0.167, -0.561, 0.303], [0.188, 0.213, -0.266], [0.254, 0.246, -0.403], [-0.280, 0.036, -0.645], [0.177, -0.649, -0.287], [-1.209, -0.494, 0.293], [-0.806, 1.101, -1.433], [0.014, -0.789, 3.400], [0.983, -1.596, -0.046]],
  "lowdin_charge": [-0.0096, -0.1306, -0.0506, -0.0344, -0.0585, -0.0873, 0.1758, -0.0778, 0.1869, 0.1548, 0.1422, 0.0665, 0.0907, 0.0870, 0.0903, 0.0695, 0.0640, 0.0252, 0.1173, 0.0421, 0.1365]
}


# 2
{
  "formula": "C4H6N2O",
  "method": "ωB97M-V with the def2-TZVPD basis set",
  "lumo_ha": 0.0077,
  "e_above_lowest_kj_mol": 363.6,
  "total_energy_ev": -9269.733,
  "orbital_gap_ev": 8.039,
  "multiplicity": 1,
  "homo_ev": -7.8,
  "species": ["C", "C", "C", "N", "C", "N", "O", "H", "H", "H", "H", "H", "H"],
  "coordinates": [[1.9741, -0.8923, -0.2931], [0.5697, -0.2961, -0.2034], [0.5516, 1.0391, 0.3003], [-0.8395, 1.8271, 0.1451], [-1.7565, 1.0624, 0.1412], [-2.7294, 0.1834, 0.2497], [-0.4156, -1.0158, -0.5039], [2.1492, -1.2600, -1.3096], [2.7686, -0.1836, -0.0306], [2.0427, -1.7403, 0.3982], [1.2865, 1.7781, 0.0078], [-2.3638, -0.7434, -0.0228], [-3.2376, 0.2415, 1.1212]],
  "forces_ev_per_angstrom": [[0.030, 0.085, 0.052], [0.105, 0.788, 0.350], [-0.784, 0.522, -0.796], [-0.293, -2.868, -0.436], [1.261, 0.189, 0.228], [0.129, 0.540, 0.085], [0.071, 0.719, 0.298], [-0.115, 0.022, 0.160], [-0.270, -0.060, -0.058], [-0.078, 0.118, -0.173], [0.167, -0.276, 0.386], [-0.171, 0.417, -0.191], [-0.051, -0.196, 0.095]],
  "lowdin_charge": [-0.0439, -0.5454, -0.0458, 0.1620, -0.1585, 0.1646, -0.0727, 0.0808, 0.0703, 0.0810, 0.0625, 0.1236, 0.1216]
}


# 3
{
  "formula": "C3H4ClNOS",
  "method": "ωB97M-V with the def2-TZVPD basis set",
  "smiles": "O=C1NC[C@@]1(S)Cl",
  "lumo_ha": 0.0230,
  "e_above_lowest_kj_mol": 90.5,
  "total_energy_ev": -30069.931,
  "orbital_gap_ev": 10.172,
  "multiplicity": 1,
  "homo_ev": -9.5,
  "species": ["C", "C", "C", "N", "O", "S", "Cl", "H", "H", "H", "H"],
  "coordinates": [[0.8416, -0.7050, 0.2322], [-1.1057, 0.0413, 0.5116], [0.1533, 0.6657, -0.1952], [-0.2706, -1.1300, 0.7260], [1.9046, -1.2203, 0.1068], [0.0760, 0.7563, -2.0375], [0.8588, 2.1951, 0.4041], [-1.3602, 0.7591, 1.3841], [-1.9619, 0.1535, -0.1152], [-0.6240, -1.9765, 1.1717], [1.4882, 0.4608, -2.1885]],
  "forces_ev_per_angstrom": [[2.218, 1.617, -1.304], [1.240, 3.862, 1.078], [0.769, -0.302, -1.026], [-5.530, -1.304, 2.030], [1.039, -0.013, -0.201], [1.871, -0.742, 0.541], [-0.292, -0.582, 0.370], [0.618, -1.742, -0.676], [-0.691, -1.339, -0.675], [0.881, 0.106, -0.360], [-2.122, 0.438, 0.222]],
  "lowdin_charge": [-0.6148, -0.1754, -1.0418, 0.1094, 0.1001, 0.6870, 0.5818, 0.1341, 0.0913, 0.1727, -0.0443]
}


# 4
{
  "formula": "C4H5CoLiO2",
  "method": "ωB97M-V with the def2-TZVPD basis set",
  "lumo_ha": [-0.1579, -0.1666],
  "e_above_lowest_kj_mol": 0.0,
  "total_energy_ev": -46145.440,
  "charge": 1,
  "orbital_gap_ev": [6.002, 7.454],
  "multiplicity": 5,
  "s2": 6.008,
  "homo_ev": [-10.3, -12.0],
  "species": ["C", "C", "C", "C", "O", "O", "Li", "Co", "H", "H", "H", "H", "H"],
  "coordinates": [[-1.2573, 0.5582, -0.4075], [-0.9087, -0.8090, 0.0465], [0.5573, -1.0005, -0.1013], [1.4924, -0.0791, 0.2932], [2.7577, -0.1485, 0.0640], [-1.9495, 1.3587, 0.2497], [-3.1693, 1.5939, 1.5554], [3.9907, 0.9327, -0.7387], [-1.4312, -1.1740, -0.9558], [-0.8469, 0.9324, -1.3663], [-1.2797, -1.0279, 1.0560], [0.8992, -1.9032, -0.6149], [1.1454, 0.7663, 0.9196]],
  "forces_ev_per_angstrom": [[0.042, 1.586, 1.580], [-0.505, 1.252, -2.136], [1.855, 0.037, -0.376], [-2.891, -0.511, 0.230], [1.626, 0.055, -0.370], [0.018, -0.680, -0.392], [0.170, 0.081, -0.191], [-0.198, -0.274, 0.200], [0.558, -0.939, 2.179], [-0.143, -0.460, 0.208], [-0.635, -0.398, -0.713], [-0.026, 0.349, 0.127], [0.128, -0.099, -0.346]],
  "lowdin_spin": [0.0027, 0.0085, 0.0439, 0.0383, 0.3246, 0.0020, 0.0006, 3.5696, 0.0003, 0.0004, 0.0017, 0.0025, 0.0049]
}